(1)
Computed, not measured: a structure of composition C32H16Cl7N4O8SW in a non-equilibrium geometry, with wB97M-V/def2-TZVPD.

The value obtained for the HOMO energy is -10.66 eV. As for the charge: +1. The spin multiplicity is 1. Its max |F| is 2.06 eV Å⁻¹. Its total energy is -5736.4236 a.u. The calculation puts the molar mass at 1048.58 g/mol.

Each line ends with the Löwdin charge.
Atoms and positions in Å:
W: 0.2950 0.6221 -0.0274  1.98
O: 5.4243 -0.4228 2.7372  0.17
C: 5.1862 0.8872 2.6821  -0.47
O: 5.9374 1.6907 3.1488  0.13
C: 3.9259 1.3424 2.0128  0.00
C: 3.5280 2.6760 1.8876  -0.54
Cl: 4.2375 4.0840 2.4752  0.90
N: 2.3485 2.7190 1.2256  0.00
N: 1.9724 1.4740 0.9419  -0.03
C: 2.8914 0.6414 1.3965  -0.10
C: 2.5915 -0.7822 1.0849  -0.43
O: 3.2577 -1.7185 1.3876  0.20
O: 1.4390 -0.8909 0.3538  -0.17
C: 1.5147 3.8195 0.8164  -0.21
C: 0.1634 3.7486 1.1100  -0.03
C: -0.6892 4.6980 0.5670  -0.04
C: -0.1719 5.7292 -0.2070  -0.04
C: 1.1948 5.8076 -0.4426  -0.04
C: 2.0538 4.8388 0.0541  -0.03
H: 4.7212 -0.9595 2.3245  0.08
H: -0.2171 2.9824 1.7782  0.11
H: -1.7533 4.6396 0.7578  0.12
H: -0.8357 6.4706 -0.6293  0.12
H: 1.5973 6.6085 -1.0479  0.12
H: 3.1078 4.8595 -0.1838  0.12
Cl: -5.8585 1.7182 2.6205  0.74
C: -4.2016 1.3255 2.4475  -0.68
C: -3.4243 1.0083 3.5786  -0.68
Cl: -4.1410 1.0017 5.1284  0.74
C: -2.0723 0.7094 3.4555  -0.61
Cl: -1.0661 0.3404 4.7892  0.77
C: -1.5243 0.6919 2.1809  -0.36
O: -0.2344 0.5183 1.8814  -0.20
C: -2.2862 1.0212 1.0884  -0.31
O: -1.5395 1.0887 -0.0551  -0.19
C: -3.6286 1.3439 1.1819  -0.61
Cl: -4.4914 1.7806 -0.2258  0.81
Cl: -2.5690 -0.0343 -4.1265  0.75
C: -3.6374 1.3164 -3.9489  -0.59
C: -4.9812 1.1404 -4.2284  -0.09
C: -5.8486 2.2080 -4.0501  -0.06
C: -5.3776 3.4314 -3.5987  -0.10
C: -4.0280 3.5777 -3.3226  -0.61
Cl: -3.4691 5.1155 -2.7360  0.70
C: -3.1278 2.5268 -3.4846  -0.36
N: -1.7694 2.6777 -3.1390  0.06
C: -0.7978 2.8654 -4.1265  -0.21
C: -1.1698 3.0573 -5.4502  -0.01
C: -0.2085 3.2886 -6.4218  -0.06
C: 1.1367 3.3361 -6.0948  -0.08
C: 1.5052 3.1474 -4.7743  -0.05
C: 0.5609 2.9044 -3.7830  -0.15
C: 1.0108 2.8331 -2.3453  -0.07
C: 1.1275 1.4548 -1.7597  -0.58
O: 2.4252 0.9183 -1.8877  -0.44
O: 0.1246 0.5378 -1.9014  -0.18
H: -5.3363 0.1792 -4.5727  0.11
H: -6.9022 2.0831 -4.2621  0.12
H: -6.0463 4.2678 -3.4531  0.11
H: -1.5046 2.0722 -2.3734  0.09
H: -2.2175 3.0229 -5.7251  0.12
H: -0.5203 3.4289 -7.4486  0.11
H: 1.8850 3.5162 -6.8534  0.11
H: 2.5524 3.2000 -4.4966  0.12
H: 0.3538 3.4330 -1.7084  0.11
H: 2.0092 3.2619 -2.2538  0.13
S: 2.6978 -0.5754 -2.5631  1.05
C: 2.4620 -0.2860 -4.2072  -0.55
N: 2.3497 -0.2069 -5.3523  0.16

(2)
Computed, not measured: a structure of composition C30H44ClMnN2O2Te2 in a non-equilibrium geometry, with wB97M-V/def2-TZVPD.

The value obtained for the HOMO energy (spin up / spin down) is -10.00 / -10.92 eV. The expectation value of S² is 8.922. As for the charge: +1. The spin multiplicity is 6. Its max |F| is 1.12 eV Å⁻¹. Its total energy is -3576.5707 a.u. The value obtained for the relative energy (zero: lowest compared OMol25 entry of this formula, charge and spin) is 186.0 kJ/mol. The calculation puts the molar mass at 810.29 g/mol.

Each line ends with the Löwdin charge.
Atoms and positions in Å:
Mn: 0.7940 -2.0115 -2.2608  0.36
C: 1.1540 -2.8390 1.5688  0.00
C: 1.0812 -2.5238 0.1046  -0.67
O: 1.5537 -3.3441 -0.7549  -0.11
N: 0.5344 -1.4339 -0.3936  -0.23
Te: 0.0528 0.4242 0.8357  1.76
C: 0.3218 1.9041 2.4639  -0.33
C: 1.4200 1.9324 3.3149  -0.31
C: 2.4449 0.8290 3.3691  -0.06
C: 1.5703 3.0214 4.1720  -0.01
C: 0.6758 4.0793 4.1639  -0.25
C: 0.8694 5.2695 5.0612  -0.04
C: -0.4032 4.0271 3.2865  -0.01
C: -0.6045 2.9553 2.4275  -0.30
C: -1.8071 2.9691 1.5144  -0.07
C: -1.7200 -0.4240 1.6287  -0.36
C: -1.8350 -0.7887 2.9763  -0.28
C: -0.6814 -0.8001 3.9409  -0.06
C: -3.0840 -1.1781 3.4511  0.00
C: -4.2020 -1.2292 2.6337  -0.25
C: -5.5407 -1.6431 3.1714  -0.04
C: -4.0485 -0.9048 1.2888  0.00
C: -2.8286 -0.5096 0.7681  -0.30
C: -2.7251 -0.1717 -0.6930  -0.07
H: 1.4724 -3.8708 1.6955  0.10
H: 0.1753 -2.6941 2.0266  0.07
H: 1.8739 -2.1772 2.0540  0.08
H: 2.3581 0.1756 2.4996  0.02
H: 2.3165 0.2295 4.2722  0.09
H: 3.4533 1.2416 3.3912  0.09
H: 2.4132 3.0376 4.8541  0.13
H: 1.6458 5.0832 5.8005  0.08
H: -0.0561 5.5174 5.5811  0.09
H: 1.1572 6.1430 4.4733  0.09
H: -1.1062 4.8530 3.2615  0.12
H: -2.3898 3.8744 1.6762  0.08
H: -2.4565 2.1123 1.7038  0.07
H: -1.5082 2.9420 0.4624  0.06
H: 0.2587 -1.0073 3.4336  0.03
H: -0.8385 -1.5585 4.7070  0.09
H: -0.5928 0.1654 4.4408  0.09
H: -3.1768 -1.4435 4.4982  0.12
H: -5.4765 -1.9205 4.2214  0.08
H: -5.9284 -2.4941 2.6099  0.09
H: -6.2627 -0.8311 3.0713  0.09
H: -4.9106 -0.9508 0.6327  0.13
H: -3.6905 -0.2790 -1.1845  0.09
H: -2.0182 -0.8359 -1.1916  0.04
H: -2.3771 0.8561 -0.8306  0.05
Cl: -0.9455 -3.1885 -2.9613  0.06
C: -1.9260 3.6323 -3.5415  -0.02
C: -1.1245 2.3763 -3.4105  -0.25
C: -1.5319 1.1870 -4.0112  0.00
C: -0.7995 0.0333 -3.8275  -0.15
N: 0.3168 -0.0126 -3.0827  -0.04
C: 0.7375 1.1374 -2.5424  -0.17
C: 0.0594 2.3319 -2.6800  -0.02
H: -2.6224 3.5668 -4.3750  0.09
H: -1.2817 4.4993 -3.6828  0.09
H: -2.5077 3.8000 -2.6318  0.09
H: -2.4197 1.1631 -4.6291  0.13
H: -1.1131 -0.8932 -4.2882  0.06
H: 1.6855 1.0953 -2.0209  0.11
H: 0.4584 3.2290 -2.2233  0.13
C: 0.6310 -2.2994 -6.2159  -0.41
Te: 2.0474 -2.6102 -4.6392  1.31
C: 1.7730 -4.7298 -4.6755  -0.39
H: -0.3320 -2.7127 -5.9218  -0.01
H: 0.9870 -2.7876 -7.1192  0.01
H: 0.5459 -1.2291 -6.3920  0.00
H: 2.2857 -5.1267 -5.5472  0.01
H: 0.7073 -4.9357 -4.7214  -0.01
H: 2.1932 -5.1533 -3.7667  0.01
C: 5.8417 -2.0856 -2.0721  -0.07
C: 4.6037 -1.2373 -1.8565  -0.29
O: 3.3988 -1.9812 -2.0882  -0.27
H: 6.7330 -1.4655 -1.9755  0.08
H: 5.8288 -2.5245 -3.0697  0.08
H: 5.9012 -2.8883 -1.3352  0.08
H: 4.5791 -0.4143 -2.5711  0.12
H: 4.5928 -0.8223 -0.8443  0.12
H: 3.3693 -2.7323 -1.4797  0.07

(3)
Computed, not measured: a structure of composition C4H2F7N in a non-equilibrium geometry, with wB97M-V/def2-TZVPD.

The value obtained for the HOMO energy is -11.71 eV. As for the charge: 0. The spin multiplicity is 1. Its max |F| is 5.06 eV Å⁻¹. Its total energy is -907.2504 a.u. The value obtained for the relative energy (zero: lowest compared OMol25 entry of this formula, charge and spin) is 469.0 kJ/mol. The calculation puts the molar mass at 197.05 g/mol.

Each line ends with the Löwdin charge.
Atoms and positions in Å:
C: -0.1005 0.0736 0.1138  0.09
C: 1.0823 -0.1193 -0.4022  0.00
C: 1.0908 -0.7226 -2.2753  -0.42
C: 2.4313 0.0880 0.1964  -0.64
N: 1.7563 -1.9831 -2.2231  0.00
F: 1.7672 0.1461 -3.0097  0.16
F: -0.1901 -0.7243 -2.6592  0.13
F: 2.8083 -0.9421 0.9660  0.15
F: 3.3875 0.2691 -0.7153  0.15
F: 2.4249 1.1751 0.9881  0.14
F: 1.5285 -2.7039 -3.3919  0.03
F: 1.1698 -2.7626 -1.2515  0.04
H: -0.2225 0.4241 1.1262  0.09
H: -1.0002 -0.1042 -0.4529  0.08

(4)
Computed, not measured: an isolated molecule of C20H23ClN6O4 in a non-equilibrium geometry, with wB97M-V/def2-TZVPD.

The value obtained for the HOMO energy is -7.80 eV. As for the charge: 0. The spin multiplicity is 1. Its max |F| is 1.40 eV Å⁻¹. Its total energy is -1865.7336 a.u. The value obtained for the relative energy (zero: lowest compared OMol25 entry of this formula, charge and spin) is 3.7 kJ/mol. The calculation puts the molar mass at 446.89 g/mol.

Each line ends with the Löwdin charge.
Atoms and positions in Å:
C: -7.0588 -1.4058 -1.7715  -0.06
C: -6.7811 -2.0158 -0.4051  -0.22
O: -5.3850 -2.0240 -0.1064  -0.01
C: -4.8815 -0.8681 0.3774  -0.54
O: -5.5267 0.1319 0.5857  0.09
N: -3.5553 -0.9808 0.6290  -0.03
C: -2.7955 -2.1634 0.2733  -0.11
C: -1.3874 -2.0523 0.8407  -0.13
N: -0.7299 -0.8727 0.3104  -0.02
C: 0.6018 -0.9392 0.1094  -0.28
N: 1.2793 -2.0351 0.4601  0.20
C: 2.5541 -1.8016 0.0911  -0.22
C: 2.6772 -0.5528 -0.4927  -0.09
C: 3.9144 -0.0670 -0.9973  -0.41
O: 4.1545 0.9873 -1.5581  0.06
N: 4.9231 -1.0094 -0.7706  0.21
C: 4.8573 -2.2590 -0.1874  -0.48
O: 5.8387 -2.9587 -0.0743  0.07
N: 3.6091 -2.6464 0.2524  0.01
C: 3.4215 -3.9401 0.8687  -0.01
N: 1.3949 -0.0057 -0.4862  0.06
C: 1.1341 1.3151 -1.0044  -0.10
C: 1.0245 2.3686 0.0700  -0.24
C: 1.7271 2.2469 1.2629  -0.02
C: 1.6495 3.2207 2.2418  -0.07
C: 0.8656 4.3437 2.0407  -0.08
C: 0.1610 4.4898 0.8591  -0.10
C: 0.2447 3.5083 -0.1145  -0.61
Cl: -0.6557 3.7208 -1.5812  0.72
C: -1.5462 0.3192 0.1811  -0.11
C: -2.7997 0.1799 1.0403  -0.10
H: -6.4997 -1.9330 -2.5410  0.08
H: -8.1199 -1.4749 -1.9925  0.08
H: -6.7662 -0.3588 -1.7728  0.07
H: -7.3080 -1.4533 0.3721  0.12
H: -7.0796 -3.0657 -0.3736  0.12
H: -3.2936 -3.0483 0.6776  0.13
H: -2.7515 -2.2695 -0.8181  0.14
H: -0.7900 -2.9191 0.5568  0.12
H: -1.4259 -2.0134 1.9357  0.13
H: 5.8463 -0.7490 -1.0986  0.17
H: 2.9947 -3.8135 1.8632  0.09
H: 2.7409 -4.5421 0.2666  0.10
H: 4.3955 -4.4212 0.9304  0.09
H: 0.2386 1.3068 -1.6284  0.09
H: 1.9931 1.5679 -1.6385  0.14
H: 2.3473 1.3773 1.4202  0.12
H: 2.2062 3.1041 3.1588  0.11
H: 0.8032 5.1090 2.7984  0.11
H: -0.4513 5.3608 0.6868  0.10
H: -1.8520 0.4633 -0.8636  0.13
H: -0.9908 1.1976 0.5147  0.11
H: -2.5233 0.1004 2.0979  0.14
H: -3.4435 1.0536 0.9184  0.13

(5)
Computed, not measured: an isolated molecule of C4H10O2S2 in a non-equilibrium geometry, with wB97M-V/def2-TZVPD.

The value obtained for the HOMO energy is -8.94 eV. As for the charge: 0. The spin multiplicity is 1. Its max |F| is 6.18 eV Å⁻¹. Its total energy is -1105.1532 a.u. The value obtained for the relative energy (zero: lowest compared OMol25 entry of this formula, charge and spin) is 335.5 kJ/mol. The calculation puts the molar mass at 154.26 g/mol.

Each line ends with the Löwdin charge.
Atoms and positions in Å:
C: 2.5681 -1.2417 -0.0591  -0.38
C: -0.3163 2.5313 0.8255  -0.26
C: -1.0563 -1.5839 -0.4518  -0.28
C: -0.2135 -0.1204 -0.1446  -0.62
O: -2.3764 1.2509 -0.6157  -0.52
O: -2.3404 -1.5904 0.0062  -0.07
S: 1.2682 -0.4764 1.1173  0.72
S: -1.4377 1.0475 0.5076  0.83
H: 2.0556 -1.2120 -1.0562  0.03
H: 2.7936 -2.2385 0.2856  0.00
H: 3.5988 -0.7227 -0.1408  0.06
H: 0.3954 2.4882 1.6839  0.05
H: -0.9810 3.4238 1.1074  0.07
H: 0.2764 2.9184 0.0488  0.02
H: -1.1026 -1.5294 -1.6154  0.13
H: -0.4260 -2.3989 -0.2001  0.08
H: 0.2101 0.3694 -1.0232  0.06
H: -2.9161 -0.9150 -0.2754  0.05